ORCA calculation (ωB97M-V with the def2-TZVPD basis set) on a molecular structure, C32H67B3BrNO11 at a distorted geometry.

Each line ends with the Mulliken charge.
Geometry (Å):
C (2.3286, -2.2082, 0.7317)  -1.417
C (2.8184, -3.1899, -0.4221)  0.429
C (1.6320, -4.1346, -0.8748)  -1.006
B (0.3150, -3.3226, -1.2856)  0.424
O (0.2544, -1.9360, -1.5436)  -0.237
B (-1.0680, -1.4392, -1.4862)  -0.024
C (-1.5607, -0.1824, -2.3865)  -0.532
C (-2.2983, 0.7699, -1.3814)  -0.120
N (-1.7122, 1.2146, -0.3388)  -0.334
O (-2.0869, -2.0253, -0.6679)  -0.083
B (-1.7143, -3.3590, -0.3543)  0.236
C (-2.0797, -4.0510, 1.0438)  0.008
C (-3.4999, -3.7146, 1.6041)  0.245
O (-3.6916, -3.9031, 2.7688)  -0.514
Br (-4.9590, -2.9648, 0.5331)  -0.206
O (-0.9456, -4.0154, -1.3629)  -0.244
O (3.2501, -2.4520, -1.5703)  -0.228
C (4.5402, -2.8436, -2.0222)  -1.041
C (5.6994, -2.0283, -1.3300)  0.674
C (7.0902, -2.4019, -1.5732)  -0.625
C (8.1696, -1.6862, -0.9074)  -0.457
C (7.8517, -0.5912, 0.0037)  -0.364
C (6.4587, -0.1940, 0.2115)  -0.533
C (5.3788, -0.9100, -0.4526)  -0.140
H (3.2037, -1.9770, 1.3976)  0.556
H (1.9579, -1.2327, 0.3302)  0.289
H (1.5329, -2.6743, 1.3701)  0.207
H (3.6048, -3.8344, 0.0459)  0.492
H (1.3391, -4.7926, -0.0010)  0.292
H (1.9510, -4.8568, -1.6806)  0.325
H (-0.7044, 0.3064, -2.9080)  0.186
H (-2.3088, -0.6262, -3.1055)  0.202
H (-3.3675, 1.0421, -1.5814)  0.389
H (-2.3386, 1.8125, 0.2131)  0.197
H (-1.3485, -3.6366, 1.8019)  0.076
H (-1.8620, -5.1512, 0.9995)  0.340
H (4.6307, -2.8103, -3.1449)  0.406
H (4.7270, -3.9283, -1.7544)  0.415
H (7.3006, -3.2415, -2.2749)  0.319
H (9.2379, -1.9616, -1.0790)  0.225
H (8.6790, -0.0594, 0.5279)  0.372
H (6.2260, 0.6434, 0.9090)  0.335
H (4.3244, -0.5937, -0.2832)  0.466
C (-1.0583, -5.2292, 6.4964)  -1.307
C (-0.3854, -4.4205, 5.3984)  0.366
C (-0.7014, -2.9384, 5.5303)  -1.102
O (-0.8251, -4.8889, 4.1246)  -0.480
H (-2.1464, -5.1285, 6.4420)  0.323
H (-0.8320, -6.2916, 6.3833)  0.312
H (-0.7275, -4.9049, 7.4854)  0.395
H (0.6957, -4.5708, 5.4418)  0.282
H (-1.7776, -2.7612, 5.4435)  0.285
H (-0.2207, -2.3710, 4.7298)  0.209
H (-0.3599, -2.5454, 6.4904)  0.412
H (-1.7828, -4.7606, 4.0737)  0.322
C (10.6679, 0.9378, -2.5891)  -1.189
C (11.5575, 1.0220, -1.3583)  0.361
C (13.0240, 0.8502, -1.7227)  -1.311
O (11.1765, 0.0109, -0.4260)  -0.516
H (10.7642, -0.0393, -3.0726)  0.308
H (9.6177, 1.0520, -2.3117)  0.291
H (10.9238, 1.7125, -3.3152)  0.404
H (11.4123, 1.9858, -0.8656)  0.278
H (13.1995, -0.1297, -2.1771)  0.343
H (13.6496, 0.9020, -0.8290)  0.311
H (13.3503, 1.6222, -2.4228)  0.390
H (11.3006, -0.8464, -0.8504)  0.337
C (-7.0338, -0.1656, -1.1178)  -0.621
C (-7.1023, 0.1260, -2.6061)  0.605
C (-7.7892, -1.0017, -3.3598)  -1.398
O (-5.7791, 0.3049, -3.1180)  -0.560
H (-6.4558, -1.0744, -0.9261)  -0.181
H (-6.5284, 0.6474, -0.5906)  0.248
H (-8.0310, -0.2897, -0.6933)  0.344
H (-7.6419, 1.0602, -2.7722)  0.181
H (-7.2379, -1.9400, -3.2434)  0.301
H (-7.8218, -0.7837, -4.4296)  0.356
H (-8.8102, -1.1508, -3.0020)  0.365
H (-5.2937, -0.5172, -2.9755)  0.312
C (1.2666, 1.5746, 2.6922)  -1.094
C (1.9376, 2.3897, 1.5967)  0.546
C (1.6328, 3.8707, 1.7437)  -1.221
O (1.4833, 1.9416, 0.3235)  -0.439
H (0.1789, 1.6846, 2.6473)  0.290
H (1.4835, 0.5110, 2.5661)  0.109
H (1.6079, 1.8860, 3.6823)  0.420
H (3.0183, 2.2293, 1.6309)  0.255
H (0.5586, 4.0513, 1.6650)  0.232
H (2.1104, 4.4419, 0.9445)  0.288
H (1.9828, 4.2554, 2.7051)  0.420
H (0.5261, 2.0805, 0.2861)  0.216
C (-10.7859, 3.4710, 0.1622)  -1.402
C (-9.4830, 2.7641, -0.1773)  0.486
C (-8.5143, 3.6992, -0.8852)  -1.199
O (-9.7548, 1.6391, -1.0125)  -0.510
H (-11.2863, 3.8213, -0.7457)  0.359
H (-11.4751, 2.7857, 0.6600)  0.338
H (-10.6118, 4.3278, 0.8166)  0.380
H (-9.0231, 2.3828, 0.7371)  0.274
H (-8.9384, 4.0572, -1.8284)  0.319
H (-7.5876, 3.1761, -1.1323)  0.227
H (-8.2723, 4.5629, -0.2622)  0.416
H (-10.1622, 1.9630, -1.8253)  0.335
C (-3.2810, 5.3352, -0.7893)  -1.234
C (-1.8582, 5.7121, -0.4048)  0.393
C (-1.0147, 6.0135, -1.6337)  -1.290
O (-1.2642, 4.6426, 0.3292)  -0.415
H (-3.2900, 4.4349, -1.4119)  0.242
H (-3.8721, 5.1110, 0.1016)  0.320
H (-3.7694, 6.1430, -1.3384)  0.405
H (-1.8743, 6.5842, 0.2525)  0.314
H (-0.9479, 5.1362, -2.2842)  0.304
H (0.0059, 6.2717, -1.3438)  0.309
H (-1.4352, 6.8419, -2.2081)  0.418
H (-1.2443, 3.8640, -0.2433)  0.217

Results
HOMO-LUMO gap: 0.33275 Eh
Energy: -130360.34190 eV